1.
Below is a cluster of 2 separate species, C27H51ClIN4O8PSi2 in total, with properties calculated with ωB97M-V/def2-TZVPD.

Each atom is followed by the atoms it is bonded to, with distances in Å.
CARTESIAN COORDINATES (ANGSTROEM)
1 H -3.5224 6.1637 -5.4796  C19 1.093
2 C 2.7494 -0.9195 -1.6637  H24 1.185, C35 1.638, C68 1.636
3 H -6.3612 8.6673 -3.7699  C7 1.096
4 C 2.3160 -3.6302 3.7400  C48 1.676, H65 1.198, N75 1.499, H92 1.168
5 N -0.7944 0.7161 -1.5176  O23 1.236, O78 1.372
6 Cl 1.2483 -3.5116 -0.2201  C29 1.901
7 C -6.2790 7.7970 -3.1090  H3 1.096, H17 1.093, Si46 1.892, H89 1.093
8 H -2.3038 7.8962 -3.3550  C81 1.092
9 C -0.1508 -3.4249 2.0691  C29 1.672, H85 1.163, H86 1.196, C91 1.617
10 H 0.8188 -5.5696 1.6349  C91 1.170
11 H 2.4748 -2.2134 5.2370  N75 1.049
12 H -3.7531 -3.6959 2.8095  C72 1.194
13 O -1.1758 1.3168 4.0651  P77 1.623
14 I 7.5496 -4.5627 -0.2131  C53 2.191
15 H -1.8586 -4.5535 0.1558  C22 1.192
16 C 4.7570 -0.2350 0.0567  C35 1.679, C37 1.672, H70 1.164
17 H -6.3805 8.1419 -2.0772  C7 1.093
18 O -4.3447 -5.5473 3.8783  C72 1.346
19 C -4.5294 6.4681 -5.1846  H1 1.093, H31 1.094, Si46 1.875, H47 1.095
20 C -0.0153 -0.5927 2.4428  H21 1.170, N56 1.548, H62 1.194, P77 1.882
21 H 0.3848 -1.0084 3.4608  C20 1.170
22 C -1.3656 -5.4966 0.6917  H15 1.192, H32 1.183, C60 1.639, C91 1.677
23 O -0.2406 0.6045 -2.6168  N5 1.236
24 H 1.6143 -1.1208 -1.9401  C2 1.185
25 H 3.9011 0.2536 2.6644  C38 1.195
26 H -3.4898 3.5808 -0.0280  C59 1.093
27 H -3.5167 9.1559 -3.5588  C81 1.095
28 H -2.4651 2.5151 -1.0096  C59 1.095
29 C 1.1410 -2.5758 1.4307  Cl6 1.901, C9 1.672, C48 1.619, N56 1.551
30 H 2.9046 -5.1185 1.2630  C73 1.161
31 H -5.2228 5.6510 -5.4062  C19 1.094
32 H -0.9091 -6.1931 -0.1485  C22 1.183
33 O 1.1759 2.1504 3.2330  H71 1.002, P77 1.778
34 H 5.3476 -2.8450 0.8409  C44 1.194
35 C 3.1148 -0.5410 -0.1125  C2 1.638, C16 1.679, C64 1.628
36 H -4.2188 2.5565 -1.2886  C59 1.098
37 C 5.8291 -0.3827 -1.2184  C16 1.672, C63 1.637, H90 1.194
38 C 3.0400 -0.5680 2.5577  H25 1.195, H49 1.163, O57 1.438, C64 1.674
39 H -2.4182 4.4196 -4.6963  C51 1.092
40 H 2.0292 0.8604 1.1766  C64 1.196
41 H 5.0022 -5.2494 -1.1882  C53 1.193
42 H 4.0339 -3.1444 -0.5806  C44 1.168
43 O -1.2453 2.1113 1.5624  P77 1.741, H93 1.021
44 C 4.5186 -3.5766 0.3906  H34 1.194, H42 1.168, C53 1.673, C73 1.640
45 C -0.1144 -0.7104 0.1122  H50 1.196, N56 1.494, H67 1.161, O78 1.511
46 Si -4.6109 6.9438 -3.3727  C7 1.892, C19 1.875, C81 1.876, N84 1.744
47 H -4.8065 7.3230 -5.8109  C19 1.095
48 C 2.5045 -2.9473 2.2206  C4 1.676, C29 1.619, O57 1.456, C73 1.681
49 H 2.4545 -0.4476 3.5557  C38 1.163
50 H -1.2551 -0.5108 0.4110  C45 1.196
51 C -2.7844 3.7148 -3.9472  H39 1.092, H74 1.095, H79 1.094, Si94 1.876
52 H -1.7164 6.0504 -0.8719  C82 1.093
53 C 5.3895 -4.9143 -0.1105  I14 2.191, H41 1.193, C44 1.673, H83 1.176
54 H 6.1907 -0.8472 -3.5824  C63 1.181
55 H -1.1972 6.1501 -2.5678  C82 1.092
56 N 0.8122 -1.0738 1.2257  C20 1.548, C29 1.551, C45 1.494, C64 1.517
57 O 3.5123 -1.9220 2.4490  C38 1.438, C48 1.456
58 H 1.2155 -3.3431 5.5176  N75 1.064
59 C -3.3443 3.1671 -1.0296  H26 1.093, H28 1.095, H36 1.098, Si94 1.892
60 C -2.5981 -6.3326 1.3768  C22 1.639, H69 1.194, H76 1.175, O95 1.478
61 H -3.2414 8.4597 -1.9554  C81 1.094
62 H -1.1380 -0.9989 2.4343  C20 1.194
63 C 5.3709 -0.7989 -2.7339  C37 1.637, H54 1.181, C68 1.637
64 C 2.1339 -0.3311 1.1696  C35 1.628, C38 1.674, H40 1.196, N56 1.517
65 H 3.3746 -3.8965 4.2326  C4 1.198
66 H -0.6181 -5.5002 2.8142  C91 1.199
67 H -0.2224 -1.4092 -0.8084  C45 1.161
68 C 3.7689 -1.0677 -2.9349  C2 1.636, C63 1.637, H87 1.194
69 H -2.8404 -7.2924 0.7099  C60 1.194
70 H 5.2817 0.0914 1.0433  C16 1.164
71 H 0.9099 3.0169 3.6596  O33 1.002
72 C -3.9665 -4.8699 2.7784  H12 1.194, O18 1.346, O95 1.486
73 C 3.4651 -4.1344 1.5175  H30 1.161, C44 1.640, C48 1.681, H88 1.200
74 H -2.0248 2.9345 -3.8367  C51 1.095
75 N 1.6953 -2.7457 4.7791  C4 1.499, H11 1.049, H58 1.064
76 H -2.3730 -6.7428 2.4545  C60 1.175
77 P -0.2701 1.2512 2.7201  O13 1.623, C20 1.882, O33 1.778, O43 1.741
78 O 0.1910 0.6026 -0.5702  N5 1.372, C45 1.511
79 H -3.6976 3.2441 -4.3241  C51 1.094
80 H -0.7331 4.7643 -1.5851  C82 1.095
81 C -3.2898 8.2286 -3.0233  H8 1.092, H27 1.095, Si46 1.876, H61 1.094
82 C -1.5442 5.4730 -1.7840  H52 1.093, H55 1.092, H80 1.095, Si94 1.876
83 H 5.1833 -5.8186 0.6130  C53 1.176
84 N -4.5116 5.5663 -2.3082  Si46 1.744, Si94 1.744
85 H -0.3526 -3.2186 3.1960  C9 1.163
86 H -1.0931 -2.9689 1.4905  C9 1.196
87 H 3.3670 -1.3375 -4.0261  C68 1.194
88 H 4.2324 -4.4883 2.3702  C73 1.200
89 H -7.1037 7.1166 -3.3375  C7 1.093
90 H 6.9950 -0.1844 -1.0523  C37 1.194
91 C -0.2004 -5.0186 1.7993  C9 1.617, H10 1.170, C22 1.677, H66 1.199
92 H 1.7374 -4.6443 3.7214  C4 1.168
93 H -0.5742 2.6842 1.0499  O43 1.021
94 Si -3.0945 4.5501 -2.2968  C51 1.876, C59 1.892, C82 1.876, N84 1.744
95 O -3.8589 -5.5661 1.4696  C60 1.478, C72 1.486

Properties
HOMO level	-0.1728	hartree
2S+1	1
Kohn-Sham gap	2.46	eV



2.
Below is the molecule C4H6N2OS, with properties calculated with ωB97M-V/def2-TZVPD.

Each atom is followed by the atoms it is bonded to, with distances in Å.
CARTESIAN COORDINATES (ANGSTROEM)
1 H 2.5772 -0.3388 0.6924  S12 1.340
2 N 0.4503 1.9715 -0.3808  N10 1.422, C13 1.276
3 H -2.0332 0.6020 -0.5721  O11 0.963
4 H -0.5133 0.2956 2.2096  C9 1.104
5 C 0.3189 -0.3163 0.1162  C7 1.529, C9 1.494, S12 1.813, C13 1.528
6 H -0.4747 -1.8753 -1.0751  C7 1.072
7 C -0.8672 -1.0977 -0.4503  C5 1.529, H6 1.072, H8 1.081, O11 1.407
8 H -1.3615 -1.6128 0.3609  C7 1.081
9 C -0.1495 0.5888 1.2091  H4 1.104, C5 1.494, N10 1.301
10 N -0.0840 1.8582 0.9321  N2 1.422, C9 1.301
11 O -1.7672 -0.1946 -1.0441  H3 0.963, C7 1.407
12 S 1.7400 -1.3694 0.5126  H1 1.340, C5 1.813
13 C 0.7994 0.8150 -0.7911  N2 1.276, C5 1.528, H14 1.096
14 H 1.3648 0.6737 -1.7195  C13 1.096

Properties
HOMO level	-0.3539	hartree
SMILES	OCC1(S)C=NN=C1
2S+1	1
Kohn-Sham gap	9.51	eV